Record 1
Entry from OMol25: C2H10N4O as an isolated structure at a distorted geometry (ωB97M-V/def2-TZVPD).

The geometry in XYZ format:
```
17
Properties=species:S:1:pos:R:3:lowdin_charge:R:1
C -0.589 1.549 0.974 -0.18
C 0.785 -1.471 -1.643 0.07
N 0.325 0.644 1.560 -0.15
N -0.689 -0.410 -0.941 -0.22
N 1.602 1.104 1.539 -0.02
N -1.795 -1.116 -0.493 0.03
O 0.360 -0.703 -0.059 -0.25
H 1.905 1.546 0.669 0.09
H 2.244 0.377 1.825 0.08
H -1.706 -1.357 0.492 0.09
H -2.644 -0.604 -0.706 0.08
H -1.551 1.492 1.489 0.07
H -0.234 2.584 0.945 0.08
H -0.797 1.233 -0.095 0.06
H 1.064 -0.719 -2.371 0.06
H 0.079 -2.206 -2.018 0.06
H 1.641 -1.942 -1.167 0.06
```

As for the HOMO energy (spin up / spin down): -0.2563 / -0.2652 hartree. As for the gap between HOMO and LUMO (spin up / spin down): 7.96 / 7.94 eV. The value obtained for the strongest force on any atom is 2.764 eV/A. The molecular weight is 106.13 g mol⁻¹. The value obtained for the LUMO energy (spin up / spin down) is 0.98 / 0.73 eV. Its energy above the lowest of the compared OMol25 structures with the same formula, charge and spin is 891.03 kJ/mol.

***

Record 2
Entry from OMol25: a 2-piece molecular cluster, C2H10N4O overall at a distorted geometry (ωB97M-V/def2-TZVPD).

The geometry in XYZ format:
```
17
Properties=species:S:1:pos:R:3:lowdin_charge:R:1
C -3.557 0.112 -0.305 -0.10
C 3.875 0.372 0.143 -0.01
N -2.438 -0.525 -0.256 0.04
N 1.739 0.632 1.154 0.28
N -1.968 -1.248 0.867 0.12
N 2.523 0.226 0.266 -0.06
O -3.795 0.859 -1.373 0.16
H -4.203 -0.002 0.544 0.18
H 3.995 1.123 -0.622 0.14
H 4.391 0.511 1.081 0.13
H 4.451 -0.449 -0.376 0.16
H -1.986 -0.344 -1.152 0.20
H 2.108 1.162 1.985 0.16
H -2.751 -1.552 1.399 0.10
H -1.333 -2.019 0.635 0.13
H 2.069 -0.340 -0.484 0.21
H -4.743 1.139 -1.406 0.18
```

As for the HOMO energy: -0.6470 hartree. As for the gap between HOMO and LUMO: 8.37 eV. The value obtained for the strongest force on any atom is 4.493 eV/A. The charge is +2. The molecular weight is 106.13 g mol⁻¹. The value obtained for the LUMO energy is -9.23 eV. Its energy above the lowest of the compared OMol25 structures with the same formula, charge and spin is 82.89 kJ/mol.

***

Record 3
Entry from OMol25: a 2-piece molecular cluster, C2H10N4O2 overall at a distorted geometry (ωB97M-V/def2-TZVPD).

The geometry in XYZ format:
```
18
Properties=species:S:1:pos:R:3:lowdin_charge:R:1
N 1.029 2.993 -0.579 0.00
N 0.758 1.679 -0.785 -0.13
N 0.530 1.384 -1.996 -0.08
N 0.281 0.102 -2.240 0.03
H 0.684 3.317 0.313 0.08
H 0.821 3.602 -1.367 0.08
H 0.467 -0.587 -1.513 0.07
H 0.444 -0.162 -3.198 0.09
C -1.430 -1.108 1.605 -0.08
C -0.452 -2.030 0.886 -0.26
O 0.615 -1.347 0.265 -0.22
O 1.162 -0.345 1.113 -0.06
H -0.989 -0.730 2.520 0.07
H -1.678 -0.262 0.959 0.08
H -2.341 -1.647 1.832 0.07
H -0.930 -2.546 0.042 0.12
H -0.057 -2.778 1.592 0.12
H 1.086 0.465 0.551 0.04
```

As for the HOMO energy: -0.3106 hartree. As for the gap between HOMO and LUMO: 9.59 eV. The value obtained for the strongest force on any atom is 2.345 eV/A. The molecular weight is 122.13 g mol⁻¹. The value obtained for the LUMO energy is 1.14 eV. Its energy above the lowest of the compared OMol25 structures with the same formula, charge and spin is 534.99 kJ/mol. The structure (SMILES) is N/N=N/N.CCOO.

***

Record 4
Entry from OMol25: a 2-piece molecular cluster, C2H10NO overall at a distorted geometry (ωB97M-V/def2-TZVPD).

The geometry in XYZ format:
```
14
Properties=species:S:1:pos:R:3:lowdin_charge:R:1
C 1.395 -0.849 1.023 -0.07
C 0.828 0.103 -0.152 -0.10
N -0.534 -0.588 -0.609 0.13
H 1.084 -0.907 2.062 0.08
H 2.516 -0.690 1.096 0.10
H 1.500 -1.838 0.707 0.04
H 1.417 0.143 -1.037 0.10
H 0.697 1.130 0.201 0.11
H -0.730 -1.525 -0.061 0.21
H -1.305 0.135 -0.587 0.07
H -0.308 -0.836 -1.608 0.17
H -1.787 2.370 -0.632 0.03
H -2.663 1.823 0.159 0.09
O -2.111 1.529 -0.561 0.03
```

As for the HOMO energy: -0.6176 hartree. As for the gap between HOMO and LUMO: 13.42 eV. The value obtained for the strongest force on any atom is 4.680 eV/A. The charge is +1. The molecular weight is 64.11 g mol⁻¹. The value obtained for the LUMO energy is -3.39 eV. Its energy above the lowest of the compared OMol25 structures with the same formula, charge and spin is 130.13 kJ/mol.

***

Record 5
Entry from OMol25: a 2-piece molecular cluster, C2H10NO overall at a distorted geometry (ωB97M-V/def2-TZVPD).

The geometry in XYZ format:
```
14
Properties=species:S:1:pos:R:3:lowdin_charge:R:1
N -1.039 -0.922 1.940 0.32
H -0.278 -0.754 2.600 0.16
H -0.764 -0.497 1.024 0.08
H -1.850 -0.473 2.316 0.14
H -1.295 -1.911 1.852 0.17
C 0.664 0.607 -0.429 -0.28
O -0.769 0.689 -0.213 -0.12
C 1.050 0.232 -1.860 -0.06
H 1.067 -0.213 0.182 0.10
H 1.096 1.503 -0.046 0.11
H -1.087 1.426 -0.749 0.12
H 1.895 -0.451 -1.844 0.08
H 1.078 1.120 -2.475 0.08
H 0.234 -0.356 -2.301 0.09
```

As for the HOMO energy: -0.5563 hartree. As for the gap between HOMO and LUMO: 11.28 eV. The value obtained for the strongest force on any atom is 1.455 eV/A. The charge is +1. The molecular weight is 64.11 g mol⁻¹. The value obtained for the LUMO energy is -3.85 eV. Its energy above the lowest of the compared OMol25 structures with the same formula, charge and spin is 77.46 kJ/mol.

***

Record 6
Entry from OMol25: a 3-piece molecular cluster, C2H10NO3 overall at a distorted geometry (ωB97M-V/def2-TZVPD).

The geometry in XYZ format:
```
16
Properties=species:S:1:pos:R:3:lowdin_charge:R:1
C -1.560 0.975 0.452 -0.15
N -0.580 1.338 -0.589 -0.13
C 0.810 1.131 -0.147 -0.45
O 1.102 -0.127 0.359 -0.35
H -1.697 -0.094 0.485 0.05
H -2.487 1.508 0.296 0.05
H -1.082 1.185 1.417 0.08
H -0.706 0.700 -1.371 0.07
H 1.003 1.864 0.655 0.09
H 1.391 1.300 -1.069 0.09
H 0.308 -2.589 1.889 0.00
H 0.217 -1.217 1.160 -0.02
O -0.343 -1.969 1.549 -0.15
H 1.093 -1.002 -0.938 -0.01
H 1.688 -1.590 -2.283 -0.01
O 0.841 -1.411 -1.865 -0.17
```

As for the HOMO energy: -0.1459 hartree. As for the gap between HOMO and LUMO: 8.28 eV. The value obtained for the strongest force on any atom is 1.471 eV/A. The charge is -1. The molecular weight is 96.11 g mol⁻¹. The value obtained for the LUMO energy is 4.31 eV. Its energy above the lowest of the compared OMol25 structures with the same formula, charge and spin is 27.65 kJ/mol.

***

Record 7
Entry from OMol25: a 2-piece molecular cluster, C2H10NO3P2 overall (ωB97M-V/def2-TZVPD).

The geometry in XYZ format:
```
18
Properties=species:S:1:pos:R:3:lowdin_charge:R:1
N 0.697 -2.269 -0.887 -0.25
P 0.279 -1.168 -2.148 0.51
O 1.053 0.181 -1.690 -0.42
P -1.902 -0.737 -1.556 0.43
H 0.309 -1.987 0.017 0.01
H 0.290 -3.167 -1.134 -0.01
H 1.097 0.255 -0.716 0.00
H -2.101 -2.165 -1.643 -0.10
H -2.050 0.150 -2.686 -0.09
H -1.545 -0.245 -0.270 -0.07
H -3.340 -0.591 -1.281 -0.14
C 1.080 2.235 2.352 -0.05
C 0.988 0.925 1.546 -0.78
O 2.029 0.260 1.389 -0.07
O -0.150 0.654 1.072 -0.14
H 2.095 2.404 2.711 0.05
H 0.774 3.072 1.722 0.06
H 0.397 2.193 3.202 0.06
```

As for the HOMO energy: -0.1270 hartree. As for the gap between HOMO and LUMO: 7.39 eV. The value obtained for the strongest force on any atom is 0.600 eV/A. The charge is -1. The molecular weight is 158.05 g mol⁻¹. The value obtained for the LUMO energy is 3.94 eV.

***

Record 8
Entry from OMol25: a 4-piece molecular cluster, C2H10NO5 overall at a distorted geometry (ωB97M-V/def2-TZVPD).

The geometry in XYZ format:
```
18
Properties=species:S:1:pos:R:3:lowdin_charge:R:1
O -0.504 0.223 -2.346 -0.04
C -0.628 0.147 -1.129 -0.73
O 0.134 -0.191 -0.200 -0.10
C -2.043 0.545 -0.465 -0.27
N -2.121 1.739 0.234 -0.02
H -2.685 0.665 -1.356 0.09
H -2.476 -0.345 0.203 0.13
H -1.502 1.908 0.985 0.02
H -2.082 2.529 -0.390 0.07
H 0.563 0.413 3.062 0.03
H 0.148 1.469 1.918 0.00
O -0.138 0.961 2.663 -0.07
H 1.551 -1.304 1.458 -0.01
H 2.739 -0.648 1.226 0.07
O 2.291 -1.076 2.008 -0.09
H 1.863 -2.750 -2.133 -0.01
H 1.306 -1.796 -0.948 0.10
O 2.148 -1.976 -1.639 -0.16
```

As for the HOMO energy: -0.1393 hartree. As for the gap between HOMO and LUMO: 7.50 eV. The value obtained for the strongest force on any atom is 4.042 eV/A. The charge is -1. The molecular weight is 128.10 g mol⁻¹. The value obtained for the LUMO energy is 3.71 eV. Its energy above the lowest of the compared OMol25 structures with the same formula, charge and spin is 193.59 kJ/mol.

***

Record 9
Entry from OMol25: a 2-piece molecular cluster, C2H10NOS2 overall at a distorted geometry (ωB97M-V/def2-TZVPD).

The geometry in XYZ format:
```
16
Properties=species:S:1:pos:R:3:lowdin_charge:R:1
N 0.298 0.036 0.604 0.17
C 0.373 -0.335 -0.825 -0.25
C -0.891 -0.126 -1.671 -0.53
S -1.834 -1.674 -1.889 0.50
S -2.151 -2.095 0.114 0.39
H 0.402 1.046 0.734 0.13
H 1.147 -0.277 1.091 0.17
H -0.537 -0.371 1.020 0.09
H 0.710 -1.357 -0.945 0.12
H 1.151 0.199 -1.317 0.12
H -1.558 0.649 -1.316 0.08
H -0.573 0.264 -2.628 0.08
H -1.379 -3.178 0.329 -0.16
H 1.069 2.732 1.825 0.06
H 2.303 2.472 2.532 0.07
O 1.471 2.017 2.342 -0.05
```

As for the HOMO energy: -0.4737 hartree. As for the gap between HOMO and LUMO: 9.46 eV. The value obtained for the strongest force on any atom is 1.521 eV/A. The charge is +1. The molecular weight is 128.24 g mol⁻¹. The value obtained for the LUMO energy is -3.43 eV. Its energy above the lowest of the compared OMol25 structures with the same formula, charge and spin is 60.09 kJ/mol.

***

Record 10
Entry from OMol25: a 2-piece molecular cluster, C2H10NS overall (ωB97M-V/def2-TZVPD).

The geometry in XYZ format:
```
14
Properties=species:S:1:pos:R:3:lowdin_charge:R:1
N 1.945 -1.439 -0.955 0.28
H 1.093 -0.937 -0.603 0.03
H 2.668 -1.363 -0.243 0.15
H 2.242 -1.077 -1.862 0.15
H 1.706 -2.431 -1.034 0.16
C -1.463 1.194 -0.275 -0.16
C -0.651 1.060 1.007 -0.57
S -0.116 -0.667 1.368 0.72
H -0.897 0.993 -1.181 0.06
H -2.351 0.572 -0.225 0.07
H -1.808 2.237 -0.343 0.09
H -1.249 1.355 1.857 0.07
H 0.239 1.661 0.997 0.06
H -1.358 -1.158 1.491 -0.11
```

As for the HOMO energy: -0.4921 hartree. As for the gap between HOMO and LUMO: 9.42 eV. The value obtained for the strongest force on any atom is 0.888 eV/A. The charge is +1. The molecular weight is 80.18 g mol⁻¹. The value obtained for the LUMO energy is -3.97 eV. Its energy above the lowest of the compared OMol25 structures with the same formula, charge and spin is 12.89 kJ/mol.

***

Record 11
Entry from OMol25: a 2-piece molecular cluster, C2H10NS2 overall at a distorted geometry (ωB97M-V/def2-TZVPD).

The geometry in XYZ format:
```
15
Properties=species:S:1:pos:R:3:lowdin_charge:R:1
C 0.641 -3.210 1.221 0.00
N -0.368 -4.322 1.228 0.16
H 0.647 -2.693 2.176 0.11
H 1.601 -3.661 1.006 0.11
H 0.378 -2.465 0.467 0.09
H -1.317 -3.965 1.090 0.17
H -0.322 -4.919 2.050 0.18
H -0.286 -4.842 0.351 0.18
C 0.292 2.900 0.787 -0.35
S -0.604 2.351 -0.664 0.70
S 0.322 0.690 -1.314 0.55
H 0.485 2.046 1.435 0.06
H -0.348 3.648 1.245 0.07
H 1.221 3.371 0.482 0.08
H 0.287 1.156 -2.579 -0.10
```

Its spin multiplicity is 2. As for the HOMO energy (spin up / spin down): -0.6617 / -0.6913 hartree. As for the gap between HOMO and LUMO (spin up / spin down): 10.64 / 7.94 eV. The value obtained for the strongest force on any atom is 1.654 eV/A. The charge is +2. The molecular weight is 112.24 g mol⁻¹. The value obtained for the LUMO energy (spin up / spin down) is -7.36 / -10.87 eV. Its energy above the lowest of the compared OMol25 structures with the same formula, charge and spin is 0.00 kJ/mol.

***

Record 12
Entry from OMol25: a 3-piece molecular cluster, C2H10O2 overall at a distorted geometry (ωB97M-V/def2-TZVPD).

The geometry in XYZ format:
```
14
Properties=species:S:1:pos:R:3:lowdin_charge:R:1
C 0.503 1.301 0.684 -0.17
C 1.683 1.489 -0.237 -0.18
H -0.489 1.721 0.278 0.09
H 0.625 1.798 1.609 0.05
H 0.324 0.252 0.671 0.03
H 1.218 1.714 -1.224 0.07
H 2.422 2.244 0.022 0.06
H 2.208 0.550 -0.504 0.07
O -0.529 -2.617 -0.269 -0.06
H -0.654 -3.441 0.209 0.05
H -0.085 -2.147 0.452 0.04
O -2.719 -0.959 -0.303 -0.07
H -2.374 -1.669 -0.862 0.02
H -2.131 -0.236 -0.525 0.01
```

As for the HOMO energy: -0.3983 hartree. As for the gap between HOMO and LUMO: 11.49 eV. The value obtained for the strongest force on any atom is 2.424 eV/A. The molecular weight is 66.10 g mol⁻¹. The value obtained for the LUMO energy is 0.66 eV. Its energy above the lowest of the compared OMol25 structures with the same formula, charge and spin is 69.77 kJ/mol. The structure (SMILES) is CC.O.O.

***

Record 13
Entry from OMol25: a 3-piece molecular cluster, C2H10O2S overall (ωB97M-V/def2-TZVPD).

The geometry in XYZ format:
```
15
Properties=species:S:1:pos:R:3:lowdin_charge:R:1
C -0.510 -1.893 0.572 -0.18
C -1.427 -0.695 0.677 -0.59
S -1.560 0.230 -0.900 0.70
H 0.501 -1.574 0.337 0.05
H -0.874 -2.623 -0.147 0.07
H -0.414 -2.409 1.527 0.07
H -2.428 -1.027 0.923 0.05
H -1.118 0.020 1.436 0.06
H -0.424 -0.233 -1.427 -0.16
O 0.515 3.025 0.143 -0.09
H 0.664 3.346 -0.756 0.03
H 0.191 2.125 -0.044 -0.04
O 1.972 0.380 -0.656 -0.08
H 2.335 0.394 -1.553 0.05
H 2.577 0.935 -0.132 0.06
```

As for the HOMO energy: -0.3318 hartree. As for the gap between HOMO and LUMO: 9.52 eV. The value obtained for the strongest force on any atom is 0.655 eV/A. The molecular weight is 98.17 g mol⁻¹. The value obtained for the LUMO energy is 0.49 eV. Its energy above the lowest of the compared OMol25 structures with the same formula, charge and spin is 11.67 kJ/mol. The structure (SMILES) is CCS.O.O.

***

Record 14
Entry from OMol25: a 3-piece molecular cluster, C2H10O2S2 overall at a distorted geometry (ωB97M-V/def2-TZVPD).

The geometry in XYZ format:
```
16
Properties=species:S:1:pos:R:3:lowdin_charge:R:1
C -0.843 0.518 -0.053 -0.19
C 0.214 0.865 -1.085 -0.59
S 1.840 1.125 -0.231 0.40
S 3.170 0.445 -1.712 0.31
H -1.811 0.767 -0.499 0.05
H -0.952 -0.525 0.232 0.08
H -0.790 1.144 0.835 0.07
H 0.353 0.189 -1.920 0.05
H -0.032 1.825 -1.540 0.06
H 3.101 -0.832 -1.354 -0.22
O -4.074 0.097 0.590 -0.07
H -5.042 0.170 0.497 0.05
H -3.787 1.007 0.533 0.02
O 3.000 -1.947 1.655 -0.08
H 2.505 -1.959 2.498 0.05
H 3.148 -2.889 1.556 0.03
```

As for the HOMO energy: -0.3203 hartree. As for the gap between HOMO and LUMO: 9.34 eV. The value obtained for the strongest force on any atom is 1.209 eV/A. The molecular weight is 130.23 g mol⁻¹. The value obtained for the LUMO energy is 0.63 eV. Its energy above the lowest of the compared OMol25 structures with the same formula, charge and spin is 70.80 kJ/mol. The structure (SMILES) is CCSS.O.O.

***

Record 15
Entry from OMol25: a 3-piece molecular cluster, C2H10O2S2 overall at a distorted geometry (ωB97M-V/def2-TZVPD).

The geometry in XYZ format:
```
16
Properties=species:S:1:pos:R:3:lowdin_charge:R:1
C 0.374 2.144 -0.481 -0.17
C -0.296 0.946 0.214 -0.66
S 0.465 0.706 1.822 0.43
S -0.475 -1.047 2.445 0.33
H 1.428 2.155 -0.197 0.05
H 0.414 1.993 -1.559 0.07
H -0.135 3.053 -0.184 0.07
H -1.349 1.212 0.380 0.07
H -0.405 0.065 -0.416 0.04
H -1.559 -0.945 1.661 -0.19
O -1.558 -2.123 -0.765 -0.08
H -2.119 -2.429 -1.502 0.05
H -0.662 -2.344 -1.051 0.03
O 1.873 -1.444 -0.374 -0.08
H 1.903 -1.417 0.591 0.00
H 2.101 -0.526 -0.584 0.03
```

As for the HOMO energy: -0.3021 hartree. As for the gap between HOMO and LUMO: 8.83 eV. The value obtained for the strongest force on any atom is 1.499 eV/A. The molecular weight is 130.23 g mol⁻¹. The value obtained for the LUMO energy is 0.61 eV. Its energy above the lowest of the compared OMol25 structures with the same formula, charge and spin is 64.78 kJ/mol. The structure (SMILES) is CCSS.O.O.